The following is a quantum chemistry calculation of a single C5H8Cl2N4O molecule at a distorted geometry, from the Open Molecules 2025 dataset.

Gap between HOMO and LUMO (spin up / spin down) in eV: 6.953 / 6.787
HOMO energy (spin up / spin down) in eV: -8.016 / -7.924
E_LUMO (spin up / spin down) in hartree: -0.0391 / -0.0418
Strongest force on any atom in eV/A: 3.9
Energy relative to the best compared isomer or geometry (same formula, charge and spin) in kcal per mole: 10.30

Each atom is followed by the atoms it is bonded to, with distances in Å.
Element x y z (Å)
1 C 1.5632 -0.9798 -1.7078  Cl5 1.838, C16 1.523, N17 1.205
2 N 0.3711 -0.6133 0.9204  N13 1.288, N19 1.351
3 H 0.2067 -2.2927 -2.6866  C16 1.089
4 Cl -1.4317 -3.5819 -0.6915  C20 1.760
5 Cl 2.3854 -1.2097 -3.3352  C1 1.838
6 O 0.3754 2.2121 -0.0981  H8 0.911, C9 1.407
7 H -0.9919 -0.0700 -0.1358  N13 1.018
8 H 1.2041 1.8621 -0.2390  O6 0.911
9 C -0.2385 1.6656 1.0436  O6 1.407, C10 1.504, N13 1.472, H14 1.135
10 C -1.5276 2.4035 1.2811  C9 1.504, H11 1.036, H15 1.126, H18 1.109
11 H -2.3094 1.8106 0.9479  C10 1.036
12 H 1.0918 -2.4075 1.0827  N19 1.066
13 N -0.5495 0.2641 0.7178  N2 1.288, H7 1.018, C9 1.472
14 H 0.5310 1.5229 1.8654  C9 1.135
15 H -1.4916 3.4833 0.9641  C10 1.126
16 C 0.4672 -2.0355 -1.6604  C1 1.523, H3 1.089, C20 1.316
17 N 1.9845 -0.2113 -0.8813  C1 1.205
18 H -1.6551 2.4913 2.3788  C10 1.109
19 N 0.1781 -1.9444 0.7892  N2 1.351, H12 1.066, C20 1.451
20 C -0.1634 -2.3694 -0.5551  Cl4 1.760, C16 1.316, N19 1.451